--- w ---
Formula: C38H53BGeN3O3SScSeSiTe
Source: the OMol25 dataset
Level of theory: ωB97M-V/def2-TZVPD

Cartesian coordinates (Å):
1 Sc -0.184 0.345 -0.177
2 Te 2.497 -0.681 1.615
3 C 4.101 -0.214 0.364
4 C 5.222 0.530 0.602
5 C 6.135 0.514 -0.481
6 C 5.695 -0.249 -1.520
7 S 4.159 -0.918 -1.201
8 H 5.395 1.073 1.517
9 H 7.067 1.053 -0.485
10 H 6.191 -0.435 -2.455
11 C -2.060 1.302 3.885
12 C -2.628 0.079 3.180
13 C -4.139 0.180 3.061
14 O -2.080 0.091 1.836
15 B -1.076 -0.867 1.709
16 O -0.982 -1.609 2.871
17 C -2.097 -1.283 3.748
18 C -3.096 -2.423 3.625
19 C -1.557 -1.212 5.167
20 H -2.371 2.195 3.342
21 H -0.969 1.269 3.884
22 H -2.414 1.382 4.913
23 H -4.402 1.142 2.624
24 H -4.616 0.111 4.040
25 H -4.542 -0.596 2.415
26 H -3.437 -2.533 2.600
27 H -3.965 -2.267 4.263
28 H -2.608 -3.351 3.927
29 H -0.733 -0.508 5.246
30 H -1.192 -2.195 5.461
31 H -2.337 -0.917 5.869
32 C 1.059 4.085 3.735
33 Si 2.103 2.542 3.732
34 C 3.921 2.867 3.527
35 C 1.778 1.403 5.169
36 Se 1.415 1.566 1.744
37 H 1.279 4.697 4.610
38 H -0.002 3.835 3.757
39 H 1.255 4.687 2.848
40 H 4.320 3.341 4.425
41 H 4.128 3.506 2.671
42 H 4.453 1.926 3.392
43 H 2.336 1.731 6.045
44 H 2.104 0.390 4.930
45 H 0.722 1.369 5.429
46 C 0.356 2.302 -1.412
47 C 1.640 2.968 -1.316
48 C 2.758 2.540 -2.054
49 C 4.005 3.089 -1.871
50 C 4.195 4.108 -0.936
51 C 3.094 4.594 -0.229
52 C 1.850 4.037 -0.423
53 C 5.508 4.619 -0.686
54 N 6.565 5.011 -0.459
55 H 0.128 1.943 -2.430
56 H -0.473 2.954 -1.081
57 H 2.634 1.739 -2.772
58 H 4.848 2.726 -2.442
59 H 3.224 5.414 0.466
60 H 1.001 4.432 0.127
61 Ge -2.511 0.447 -1.483
62 C -2.217 -0.205 -3.352
63 C -2.044 0.702 -4.396
64 C -1.804 0.279 -5.694
65 C -1.740 -1.075 -5.984
66 C -1.916 -1.995 -4.961
67 C -2.141 -1.560 -3.662
68 C -3.977 -0.724 -0.824
69 C -3.741 -2.049 -0.465
70 C -4.764 -2.877 -0.028
71 C -6.054 -2.381 0.094
72 C -6.307 -1.061 -0.242
73 C -5.280 -0.250 -0.703
74 H -3.267 1.773 -1.795
75 H -2.106 1.765 -4.197
76 H -1.681 1.008 -6.485
77 H -1.575 -1.411 -6.999
78 H -1.898 -3.056 -5.182
79 H -2.293 -2.300 -2.884
80 H -2.729 -2.447 -0.507
81 H -4.552 -3.907 0.233
82 H -6.854 -3.020 0.441
83 H -7.309 -0.663 -0.154
84 H -5.505 0.774 -0.974
85 C 0.187 -3.616 -0.378
86 N 0.443 -3.314 -1.779
87 C 0.048 -4.328 -2.735
88 C 0.838 -2.082 -2.162
89 O 0.728 -1.098 -1.384
90 N 1.351 -1.935 -3.403
91 C 2.201 -2.940 -4.011
92 C 1.453 -0.612 -3.982
93 H 0.915 -4.341 -0.009
94 H -0.811 -4.049 -0.278
95 H 0.227 -2.701 0.225
96 H -0.919 -4.730 -2.426
97 H 0.764 -5.154 -2.784
98 H -0.061 -3.884 -3.721
99 H 2.273 -3.818 -3.376
100 H 3.206 -2.526 -4.134
101 H 1.824 -3.237 -4.993
102 H 0.756 0.065 -3.489
103 H 1.188 -0.673 -5.039
104 H 2.471 -0.224 -3.882

Properties
HOMO-LUMO gap	6.25	eV
highest occupied orbital energy	-6.803	eV
E_LUMO	-0.6	eV

--- x ---
Formula: C38H53BGeN3O3SScSeSiTe
Source: the OMol25 dataset
Level of theory: ωB97M-V/def2-TZVPD

Cartesian coordinates (Å):
1 Sc -0.177 0.586 -0.774
2 Te 3.019 -1.173 -1.339
3 C 4.905 -1.347 -0.474
4 C 5.971 -2.070 -0.931
5 C 7.104 -1.968 -0.080
6 C 6.877 -1.160 0.995
7 S 5.284 -0.545 0.995
8 H 5.949 -2.642 -1.848
9 H 8.046 -2.463 -0.265
10 H 7.567 -0.900 1.781
11 C 1.014 2.994 3.409
12 C 0.679 1.519 3.603
13 C -0.094 1.327 4.895
14 O -0.164 1.139 2.493
15 B 0.619 0.550 1.514
16 O 1.890 0.296 2.009
17 C 1.907 0.580 3.431
18 C 1.748 -0.747 4.156
19 C 3.246 1.205 3.777
20 H 0.082 3.555 3.339
21 H 1.571 3.146 2.483
22 H 1.602 3.386 4.241
23 H -0.915 2.042 4.937
24 H 0.551 1.494 5.761
25 H -0.512 0.324 4.960
26 H 0.797 -1.218 3.903
27 H 1.801 -0.627 5.239
28 H 2.550 -1.414 3.839
29 H 3.459 2.067 3.147
30 H 4.037 0.469 3.626
31 H 3.267 1.519 4.823
32 C -4.838 1.592 -0.405
33 Si -3.824 3.144 -0.515
34 C -4.289 4.107 -2.048
35 C -4.063 4.201 1.005
36 Se -1.602 2.690 -0.653
37 H -5.905 1.825 -0.349
38 H -4.563 1.007 0.475
39 H -4.666 0.967 -1.283
40 H -5.325 4.451 -1.987
41 H -4.189 3.476 -2.934
42 H -3.647 4.981 -2.175
43 H -5.097 4.547 1.081
44 H -3.408 5.073 0.981
45 H -3.824 3.625 1.902
46 C 2.470 -3.243 -1.058
47 C 1.980 -3.531 0.323
48 C 0.620 -3.608 0.610
49 C 0.180 -3.855 1.899
50 C 1.106 -4.035 2.921
51 C 2.471 -3.967 2.646
52 C 2.899 -3.712 1.359
53 C 0.658 -4.263 4.270
54 N 0.311 -4.433 5.353
55 H 1.727 -3.445 -1.829
56 H 3.368 -3.813 -1.285
57 H -0.113 -3.472 -0.175
58 H -0.880 -3.906 2.111
59 H 3.186 -4.108 3.446
60 H 3.960 -3.647 1.148
61 Ge -2.268 -0.975 -2.432
62 C -2.157 -2.827 -3.181
63 C -3.171 -3.195 -4.067
64 C -3.235 -4.472 -4.611
65 C -2.262 -5.410 -4.296
66 C -1.231 -5.059 -3.436
67 C -1.189 -3.785 -2.886
68 C -2.927 -1.439 -0.586
69 C -4.291 -1.725 -0.452
70 C -4.868 -1.965 0.784
71 C -4.100 -1.889 1.943
72 C -2.750 -1.601 1.843
73 C -2.178 -1.406 0.588
74 H -0.658 -1.009 -1.825
75 H -3.931 -2.470 -4.346
76 H -4.040 -4.731 -5.287
77 H -2.304 -6.405 -4.721
78 H -0.462 -5.781 -3.187
79 H -0.378 -3.532 -2.214
80 H -4.923 -1.758 -1.336
81 H -5.925 -2.194 0.850
82 H -4.553 -2.055 2.912
83 H -2.133 -1.529 2.731
84 H -1.097 -1.249 0.570
85 C 1.910 3.984 -0.469
86 N 1.607 3.900 -1.892
87 C 1.894 5.094 -2.667
88 C 1.094 2.782 -2.420
89 O 1.210 1.684 -1.780
90 N 0.520 2.803 -3.639
91 C -0.404 3.874 -4.014
92 C 0.266 1.525 -4.298
93 H 2.965 4.231 -0.334
94 H 1.703 3.037 0.017
95 H 1.293 4.757 -0.009
96 H 2.829 5.517 -2.300
97 H 1.113 5.850 -2.569
98 H 2.020 4.837 -3.715
99 H -0.622 4.502 -3.155
100 H -1.344 3.415 -4.317
101 H -0.017 4.475 -4.839
102 H 1.078 0.831 -4.099
103 H 0.215 1.702 -5.372
104 H -0.681 1.089 -3.967

Properties
HOMO-LUMO gap	7.03	eV
highest occupied orbital energy	-7.099	eV
E_LUMO	-0.1	eV

Q: Which of them is the least stable? A: w.

--- w ---
Formula: C32H25N4O7S3Ta
Source: the OMol25 dataset
Level of theory: ωB97M-V/def2-TZVPD

Cartesian coordinates (Å):
1 Ta 0.383 -0.399 0.438
2 S 2.687 0.822 0.797
3 C 2.942 1.362 -0.832
4 C 3.553 2.586 -1.069
5 C 3.796 3.046 -2.362
6 C 4.434 4.280 -2.556
7 N 4.971 5.292 -2.686
8 C 3.402 2.243 -3.457
9 C 2.784 1.015 -3.220
10 C 2.556 0.548 -1.931
11 S 1.870 -1.028 -1.682
12 C 3.679 2.642 -4.774
13 N 3.932 2.931 -5.860
14 H 3.844 3.195 -0.227
15 H 2.471 0.410 -4.056
16 C -5.455 -3.541 -2.710
17 O -4.797 -4.632 -2.120
18 C -3.615 -4.378 -1.462
19 C -3.062 -5.484 -0.784
20 C -1.889 -5.335 -0.099
21 C -1.199 -4.109 -0.046
22 C 0.019 -3.940 0.702
23 C 0.543 -5.106 1.525
24 O 0.672 -2.892 0.731
25 C -1.739 -2.975 -0.755
26 O -1.186 -1.844 -0.836
27 C -2.980 -3.171 -1.441
28 H -6.358 -3.946 -3.171
29 H -4.840 -3.068 -3.482
30 H -5.723 -2.785 -1.962
31 H -3.583 -6.429 -0.822
32 H -1.475 -6.202 0.398
33 H -0.241 -5.528 2.148
34 H 1.340 -4.730 2.162
35 H 0.935 -5.879 0.865
36 H -3.361 -2.305 -1.959
37 C 3.427 3.790 4.452
38 C 2.196 3.113 3.923
39 C 1.613 2.073 4.641
40 C 0.491 1.424 4.159
41 C -0.041 1.793 2.938
42 C 0.521 2.829 2.214
43 C 1.631 3.490 2.712
44 S -1.551 0.992 2.343
45 O -2.396 0.901 3.526
46 O -2.050 1.844 1.292
47 N -1.262 -0.452 1.739
48 C -1.200 -1.504 2.702
49 C 0.263 -1.672 3.191
50 O 0.505 -2.458 4.102
51 O 1.093 -0.931 2.591
52 H 3.327 4.007 5.515
53 H 3.624 4.714 3.913
54 H 4.287 3.135 4.322
55 H 2.044 1.770 5.586
56 H 0.021 0.629 4.718
57 H 0.076 3.098 1.268
58 H 2.068 4.301 2.147
59 H -1.537 -2.437 2.235
60 H -1.849 -1.294 3.560
61 N -0.053 1.021 -0.596
62 C -0.610 1.635 -1.635
63 C -0.744 3.031 -1.779
64 C -1.346 3.566 -2.900
65 C -1.827 2.751 -3.913
66 C -1.701 1.373 -3.791
67 C -1.102 0.822 -2.686
68 H -0.388 3.677 -0.988
69 H -1.450 4.642 -2.990
70 H -2.304 3.180 -4.784
71 H -2.086 0.726 -4.570
72 H -0.998 -0.245 -2.561

Properties
net charge	-2
HOMO-LUMO gap	6.66	eV
highest occupied orbital energy	-2.549	eV
E_LUMO	4.1	eV

--- x ---
Formula: C32H25N4O7S3Ta
Source: the OMol25 dataset
Level of theory: ωB97M-V/def2-TZVPD

Cartesian coordinates (Å):
1 Ta -0.443 -0.207 0.359
2 S 1.792 -1.110 1.512
3 C 2.865 -1.234 0.148
4 C 4.224 -0.950 0.254
5 C 5.062 -0.980 -0.858
6 C 6.454 -0.683 -0.702
7 N 7.575 -0.456 -0.561
8 C 4.521 -1.293 -2.118
9 C 3.173 -1.613 -2.225
10 C 2.335 -1.624 -1.109
11 S 0.677 -2.095 -1.206
12 C 5.344 -1.239 -3.291
13 N 6.008 -1.189 -4.231
14 H 4.631 -0.680 1.220
15 H 2.751 -1.836 -3.195
16 C 2.176 -0.831 6.330
17 O 1.509 0.398 6.545
18 C 0.633 0.792 5.571
19 C 0.029 2.041 5.760
20 C -0.836 2.502 4.796
21 C -1.159 1.775 3.639
22 C -2.107 2.301 2.636
23 C -2.467 3.778 2.620
24 O -2.583 1.604 1.757
25 C -0.550 0.503 3.464
26 O -0.773 -0.279 2.452
27 C 0.352 0.043 4.454
28 H 2.839 -0.970 7.182
29 H 2.760 -0.810 5.407
30 H 1.470 -1.664 6.279
31 H 0.257 2.613 6.649
32 H -1.290 3.468 4.958
33 H -2.384 4.288 3.575
34 H -3.482 3.873 2.236
35 H -1.790 4.252 1.905
36 H 0.814 -0.912 4.257
37 C 4.701 3.262 -3.794
38 C 3.532 3.118 -2.857
39 C 2.310 3.727 -3.123
40 C 1.225 3.555 -2.279
41 C 1.363 2.746 -1.164
42 C 2.577 2.148 -0.860
43 C 3.653 2.343 -1.706
44 S -0.004 2.507 -0.055
45 O 0.540 1.657 1.037
46 O -0.410 3.844 0.302
47 N -1.193 1.575 -0.533
48 C -1.647 1.666 -1.909
49 C -0.556 1.059 -2.823
50 O -0.657 1.227 -4.041
51 O 0.347 0.467 -2.165
52 H 4.479 3.967 -4.595
53 H 4.951 2.299 -4.245
54 H 5.588 3.612 -3.262
55 H 2.196 4.328 -4.018
56 H 0.276 4.023 -2.504
57 H 2.668 1.522 0.018
58 H 4.598 1.861 -1.482
59 H -1.872 2.695 -2.199
60 H -2.558 1.076 -2.005
61 N -1.815 -1.386 0.292
62 C -2.998 -1.942 0.688
63 C -3.042 -3.246 1.202
64 C -4.237 -3.797 1.635
65 C -5.420 -3.073 1.563
66 C -5.388 -1.780 1.049
67 C -4.200 -1.220 0.615
68 H -2.114 -3.802 1.256
69 H -4.245 -4.806 2.035
70 H -6.351 -3.505 1.910
71 H -6.302 -1.199 0.994
72 H -4.160 -0.206 0.241

Properties
net charge	-2
HOMO-LUMO gap	6.49	eV
highest occupied orbital energy	-2.182	eV
E_LUMO	4.3	eV

Q: Which of them is the least stable? A: x.

--- w ---
Formula: C2H5N
Source: the OMol25 dataset
Level of theory: ωB97M-V/def2-TZVPD

Cartesian coordinates (Å):
1 H 0.687 0.682 -2.287
2 N 0.978 0.578 -1.300
3 C -0.091 0.202 -0.632
4 C 0.070 -0.237 0.755
5 H -1.100 0.200 -0.849
6 H 1.156 -0.357 1.209
7 H -0.293 -1.220 0.958
8 H -0.608 0.542 1.273

Properties
SMILES string	[H]/N=C/C
HOMO-LUMO gap	11.28	eV
highest occupied orbital energy	-10.164	eV
E_LUMO	1.1	eV

--- x ---
Formula: C2H5N
Source: the OMol25 dataset
Level of theory: ωB97M-V/def2-TZVPD

Cartesian coordinates (Å):
1 H 0.273 2.177 0.671
2 N 0.752 1.258 0.541
3 C -0.087 0.537 -0.002
4 C 0.045 -0.943 -0.154
5 H -1.155 1.019 -0.265
6 H -0.863 -1.266 -0.682
7 H 0.156 -1.526 0.761
8 H 0.879 -1.256 -0.869

Properties
SMILES string	[H]/N=C/C
HOMO-LUMO gap	11.15	eV
highest occupied orbital energy	-10.008	eV
E_LUMO	1.1	eV

--- y ---
Formula: C2H5N
Source: the OMol25 dataset
Level of theory: ωB97M-V/def2-TZVPD

Cartesian coordinates (Å):
1 C -1.027 0.347 0.001
2 C 0.630 -0.455 -0.027
3 N 1.349 0.511 -0.023
4 H 2.473 -0.225 0.044
5 H 0.533 -1.538 -0.011
6 H -1.509 -0.036 -0.894
7 H -1.478 -0.033 0.914
8 H -0.971 1.429 -0.003

Properties
HOMO-LUMO gap	9.97	eV
highest occupied orbital energy	-9.079	eV
E_LUMO	0.9	eV

--- z ---
Formula: C2H5N
Source: the OMol25 dataset
Level of theory: ωB97M-V/def2-TZVPD

Cartesian coordinates (Å):
1 C 0.830 -0.191 -0.049
2 C -0.543 -0.492 -0.082
3 N -0.133 0.807 -0.297
4 H 1.134 -0.114 0.878
5 H 1.678 -0.423 -0.841
6 H -1.296 -0.493 0.809
7 H -1.350 -0.616 -0.941
8 H -0.322 1.522 0.524

Properties
SMILES string	C1CN1
HOMO-LUMO gap	10.41	eV
highest occupied orbital energy	-9.151	eV
E_LUMO	1.3	eV

Q: Which of them is the least stable? A: y.